Record 1
Computed, not measured: 8 unconnected molecules or ions with the total composition C43H90N9O7 at a distorted geometry, with ωB97M-V with the def2-TZVPD basis set.

Calculated values
- highest occupied orbital energy (eV) = -10.28
- electronic energy (Eh) = -2711.5246
- total charge = +1

Structure (XYZ):
```
149
C43H90N9O7, DFT ωB97M-V with the def2-TZVPD basis set
C 2.51 -3.47 -1.18
C 2.63 -1.97 -1.74
C 3.49 -1.91 -3.10
C 2.49 -1.89 -4.36
C 1.81 -0.42 -4.49
C 2.43 0.32 -5.78
C 2.67 1.89 -5.58
C 3.95 2.22 -4.64
C 3.48 2.71 -3.18
C 4.12 1.86 -1.98
C 4.21 2.82 -0.70
C 3.66 2.19 0.66
C 2.13 1.71 0.62
C 1.11 2.75 -0.08
C 0.36 2.06 -1.33
C -1.13 1.56 -1.01
C -2.19 2.74 -1.25
C -3.01 2.37 -2.58
C -4.05 1.19 -2.34
C -4.61 0.82 -0.91
C -5.63 -0.34 -1.02
N -6.10 -1.07 -2.11
N -5.60 -0.75 -3.30
C -4.67 0.29 -3.42
H 3.35 -3.66 -0.43
H 2.57 -4.23 -2.04
H 1.50 -3.61 -0.67
H 3.23 -1.36 -0.97
H 1.63 -1.48 -1.95
H 4.19 -2.80 -3.24
H 4.12 -0.95 -3.16
H 3.07 -2.11 -5.33
H 1.66 -2.67 -4.28
H 2.00 0.21 -3.56
H 0.68 -0.54 -4.66
H 3.41 -0.15 -6.15
H 1.68 0.21 -6.64
H 2.89 2.35 -6.61
H 1.72 2.40 -5.16
H 4.58 1.26 -4.58
H 4.62 3.07 -5.08
H 2.35 2.58 -3.12
H 3.81 3.79 -3.06
H 5.18 1.53 -2.27
H 3.53 0.90 -1.73
H 5.33 3.02 -0.52
H 3.76 3.86 -0.88
H 3.79 2.92 1.52
H 4.28 1.26 0.93
H 1.80 1.59 1.72
H 2.04 0.67 0.16
H 0.31 3.04 0.69
H 1.65 3.72 -0.38
H 1.00 1.18 -1.71
H 0.32 2.87 -2.15
H -1.15 1.19 0.08
H -1.36 0.62 -1.64
H -1.63 3.71 -1.43
H -2.86 2.83 -0.33
H -3.64 3.31 -2.84
H -2.32 2.20 -3.47
H -4.31 1.36 0.03
H -6.11 -0.63 -0.01
H -5.95 -1.26 -4.13
H -4.32 0.50 -4.50
C -1.27 -6.49 -1.17
C -1.16 -5.27 -0.30
O -0.19 -5.06 0.42
N -2.18 -4.37 -0.34
C -3.40 -4.44 -1.12
H -0.39 -7.12 -1.04
H -2.15 -7.07 -0.88
H -1.34 -6.20 -2.22
H -2.05 -3.57 0.27
H -3.45 -3.56 -1.77
H -4.25 -4.43 -0.43
H -3.44 -5.34 -1.73
C -8.01 -2.11 2.54
C -7.94 -0.62 2.33
O -7.16 -0.10 1.53
N -8.77 0.15 3.07
C -9.74 -0.28 4.06
H -7.29 -2.60 1.88
H -7.76 -2.36 3.57
H -9.01 -2.47 2.29
H -8.68 1.14 2.89
H -10.73 0.06 3.74
H -9.49 0.17 5.02
H -9.76 -1.37 4.17
C 7.57 0.55 3.59
C 6.24 1.21 3.33
O 6.11 2.11 2.51
N 5.18 0.76 4.05
C 5.15 -0.28 5.05
H 8.34 1.00 2.95
H 7.87 0.69 4.63
H 7.51 -0.52 3.36
H 4.31 1.24 3.83
H 4.45 -1.06 4.72
H 4.80 0.15 5.99
H 6.13 -0.73 5.20
C 7.20 -3.86 5.05
C 8.46 -3.10 4.73
O 8.59 -2.45 3.70
N 9.48 -3.17 5.63
C 9.51 -3.88 6.89
H 6.48 -3.72 4.25
H 7.41 -4.92 5.14
H 6.76 -3.48 5.98
H 10.30 -2.64 5.36
H 9.68 -3.16 7.69
H 10.33 -4.60 6.86
H 8.57 -4.41 7.08
C -7.39 3.75 -0.40
C -7.85 5.17 -0.63
O -8.91 5.58 -0.20
N -7.03 5.99 -1.35
C -5.75 5.67 -1.94
H -8.13 3.21 0.18
H -7.26 3.24 -1.36
H -6.44 3.75 0.15
H -7.40 6.92 -1.47
H -5.00 6.34 -1.51
H -5.81 5.84 -3.01
H -5.45 4.64 -1.75
C -11.72 -3.47 6.76
C -10.33 -3.36 6.19
O -10.11 -3.40 4.98
N -9.30 -3.22 7.06
C -9.37 -3.15 8.51
H -12.44 -3.57 5.95
H -11.79 -4.34 7.40
H -11.96 -2.56 7.32
H -8.39 -3.15 6.62
H -8.94 -2.20 8.83
H -8.77 -3.97 8.92
H -10.39 -3.23 8.88
C 8.03 2.16 -5.12
C 7.57 3.57 -5.38
O 6.51 4.00 -4.96
N 8.40 4.37 -6.11
C 9.69 4.04 -6.68
H 7.28 1.63 -4.53
H 8.16 1.62 -6.06
H 8.97 2.17 -4.56
H 8.04 5.30 -6.25
H 10.43 4.72 -6.27
H 9.63 4.18 -7.76
H 9.98 3.01 -6.47
```

Atomic partial charges in e from the Mulliken method, atoms 1 to 4: C -1.04; C 0.45; C -0.46; C -0.92



Record 2
Computed, not measured: 8 unconnected molecules or ions with the total composition C43H91O12PSi at a distorted geometry, with ωB97M-V with the def2-TZVPD basis set.

Calculated values
- highest occupied orbital energy (eV) = -9.12
- electronic energy (Eh) = -3226.6411
- total charge = 0

Structure (XYZ):
```
148
C43H91O12PSi, DFT ωB97M-V with the def2-TZVPD basis set
C -4.05 -5.24 -0.99
C -3.88 -6.42 0.00
C -2.83 -6.11 1.06
C -1.45 -6.03 0.47
C -0.27 -5.89 1.45
C -0.56 -5.23 2.81
C -0.48 -3.70 2.76
C -1.51 -3.02 1.88
C -1.09 -1.54 1.64
C -0.17 -1.55 0.44
O -1.02 -1.71 -0.73
P -0.30 -2.22 -2.01
O 0.30 -1.16 -2.81
O 0.78 -3.28 -1.54
O -1.42 -3.06 -2.73
C -1.45 -2.95 -4.15
C -2.67 -3.75 -4.65
O -3.28 -4.41 -3.54
Si -4.39 -5.58 -3.98
C -5.43 -6.10 -2.50
C -5.55 -4.91 -5.31
C -3.60 -7.14 -4.68
H -3.51 -5.43 -1.91
H -5.09 -5.05 -1.17
H -3.60 -4.36 -0.55
H -3.61 -7.32 -0.53
H -4.83 -6.59 0.49
H -2.88 -6.90 1.81
H -3.15 -5.20 1.55
H -1.31 -6.97 -0.07
H -1.43 -5.27 -0.30
H 0.47 -5.25 0.97
H 0.24 -6.83 1.62
H 0.25 -5.52 3.47
H -1.46 -5.56 3.29
H 0.54 -3.42 2.52
H -0.69 -3.36 3.77
H -1.58 -3.45 0.90
H -2.47 -3.00 2.37
H -1.95 -0.92 1.45
H -0.52 -1.20 2.49
H 0.39 -0.64 0.36
H 0.49 -2.39 0.58
H 1.39 -3.38 -2.30
H -1.53 -1.93 -4.47
H -0.56 -3.37 -4.60
H -2.32 -4.47 -5.38
H -3.39 -3.07 -5.08
H -6.33 -6.58 -2.86
H -5.69 -5.23 -1.91
H -4.85 -6.76 -1.89
H -6.35 -5.63 -5.41
H -5.93 -3.94 -5.02
H -5.04 -4.83 -6.26
H -4.14 -7.44 -5.57
H -3.71 -7.95 -3.97
H -2.56 -7.03 -4.96
C 4.93 -0.07 -0.01
C 4.95 -1.57 0.28
C 3.87 -1.68 1.35
O 2.92 -0.65 1.09
C 3.46 0.26 0.12
H 5.34 0.19 -0.99
H 5.51 0.46 0.75
H 4.65 -2.13 -0.61
H 5.91 -1.95 0.61
H 4.29 -1.52 2.35
H 3.37 -2.65 1.35
H 2.93 0.10 -0.83
H 3.28 1.28 0.44
C 1.27 -10.65 3.45
C -0.08 -10.32 4.09
C 0.19 -8.95 4.70
O 1.16 -8.32 3.86
C 1.71 -9.28 2.95
H 1.21 -11.39 2.65
H 1.96 -11.02 4.21
H -0.85 -10.24 3.32
H -0.41 -11.05 4.83
H 0.62 -9.04 5.71
H -0.70 -8.33 4.75
H 1.32 -9.07 1.95
H 2.80 -9.17 2.93
C 5.12 3.50 2.34
C 5.80 3.92 1.04
C 6.59 5.15 1.48
O 6.94 4.93 2.85
C 6.20 3.81 3.37
H 4.82 2.45 2.35
H 4.24 4.12 2.52
H 6.48 3.14 0.70
H 5.10 4.14 0.23
H 5.98 6.05 1.42
H 7.49 5.30 0.89
H 6.89 2.97 3.48
H 5.79 4.06 4.35
C -5.21 -7.86 -10.57
C -4.05 -6.90 -10.31
C -4.04 -6.84 -8.79
O -4.51 -8.10 -8.32
C -5.07 -8.84 -9.42
H -5.18 -8.34 -11.54
H -6.16 -7.33 -10.49
H -3.12 -7.34 -10.68
H -4.18 -5.93 -10.78
H -4.73 -6.06 -8.42
H -3.05 -6.65 -8.38
H -4.38 -9.65 -9.67
H -6.02 -9.28 -9.11
C 3.41 9.26 3.26
C 3.83 8.44 2.04
C 3.48 7.02 2.49
O 2.36 7.14 3.36
C 2.16 8.51 3.72
H 3.22 10.30 3.04
H 4.18 9.20 4.03
H 3.23 8.72 1.18
H 4.88 8.55 1.78
H 4.30 6.56 3.04
H 3.22 6.37 1.65
H 1.27 8.88 3.19
H 1.99 8.59 4.79
C -2.40 10.25 4.32
C -1.71 10.70 3.04
C -0.93 11.92 3.50
O -0.60 11.68 4.88
C -1.33 10.56 5.36
H -2.70 9.21 4.32
H -3.28 10.87 4.50
H -1.02 9.92 2.69
H -2.40 10.92 2.22
H -1.54 12.83 3.45
H -0.02 12.09 2.93
H -0.64 9.72 5.48
H -1.76 10.79 6.34
C 2.24 15.64 1.72
C 2.68 14.84 0.49
C 2.32 13.42 0.90
O 1.19 13.52 1.76
C 0.98 14.89 2.14
H 2.05 16.69 1.51
H 3.00 15.57 2.50
H 2.09 15.14 -0.38
H 3.73 14.96 0.24
H 3.14 12.95 1.46
H 2.08 12.78 0.05
H 0.10 15.26 1.61
H 0.80 14.94 3.21
```

Atomic partial charges in e from the Mulliken method, atoms 1 to 4: C -0.90; C -0.93; C -0.32; C -0.08



no.,HOMO-LUMO gap (eV)
1,5.61
2,9.67